Formula: C14H25AsBrCl2I2NNiO2Si2
Source: the Open Molecules 2025 dataset
Level of theory: ωB97M-V with the def2-TZVPD basis set

Geometry as XYZ:
```
51
C14H25AsBrCl2I2NNiO2Si2 (ωB97M-V with the def2-TZVPD basis set)
Ni 2.381 1.053 -0.405
C -2.557 3.359 -0.988
C -1.123 3.624 -0.627
C -0.699 4.865 -0.156
C 0.632 5.078 0.121
C 1.529 4.030 -0.061
Br 3.349 4.395 0.200
N 1.147 2.825 -0.457
C -0.152 2.651 -0.750
H -3.012 4.238 -1.445
H -3.147 3.108 -0.105
H -2.642 2.534 -1.695
H -1.411 5.673 -0.034
H 0.997 6.037 0.455
H -0.415 1.678 -1.154
Cl 3.350 -4.788 0.586
C 3.437 -3.201 1.380
Cl 5.090 -2.672 1.623
C 2.665 -2.189 0.532
O 1.521 -1.872 1.104
O 3.023 -1.790 -0.545
H 2.967 -3.305 2.352
C -1.516 -2.389 2.218
Si -1.183 -0.613 1.805
C -2.682 0.201 1.058
C -0.552 0.362 3.241
As 0.543 -0.577 0.161
Si -0.082 -1.939 -1.712
C 0.218 -3.710 -1.247
C 0.941 -1.379 -3.142
C -1.896 -1.634 -2.035
H -2.162 -2.440 3.098
H -0.595 -2.929 2.436
H -2.026 -2.892 1.393
H -3.398 0.413 1.856
H -3.172 -0.439 0.324
H -2.441 1.149 0.575
H -1.341 0.446 3.993
H -0.253 1.365 2.929
H 0.324 -0.105 3.691
H 1.278 -3.962 -1.311
H -0.329 -4.357 -1.937
H -0.122 -3.929 -0.233
H 2.007 -1.457 -2.923
H 0.736 -0.338 -3.401
H 0.708 -2.000 -4.011
H -2.522 -2.126 -1.288
H -2.158 -2.044 -3.014
H -2.151 -0.572 -2.047
I 3.127 1.151 2.018
I 3.768 1.409 -2.426
```

As for the spin multiplicity: 3. The calculation puts the max |F| at 0.0093 hartree/bohr. Its total energy is -9166.73786 hartree. The expectation value of S² is 2.009.

Formula: C14H25BMoN6Si
Source: the Open Molecules 2025 dataset
Level of theory: ωB97M-V with the def2-TZVPD basis set

Geometry as XYZ:
```
48
C14H25BMoN6Si (ωB97M-V with the def2-TZVPD basis set)
H 0.443 3.075 0.300
N 0.110 1.580 -1.152
B -0.217 0.206 -3.272
N 0.122 1.544 -2.543
C 0.426 2.772 -3.000
Mo 0.042 -0.134 -0.057
H 0.522 2.931 -4.064
C 0.610 3.611 -1.892
H 0.868 4.640 -1.907
C 0.406 2.842 -0.748
H -0.165 0.346 -4.439
C -1.229 -1.570 0.977
H -1.326 -1.633 2.076
H -0.466 -2.376 0.775
H -2.172 -1.940 0.549
N -1.687 -0.184 -2.865
N 0.757 -0.927 -2.802
N -1.940 -0.344 -1.509
N 0.868 -1.235 -1.438
C -2.842 -0.348 -3.565
C 1.599 -1.709 -3.501
H -2.814 -0.265 -4.648
H 1.637 -1.568 -4.592
C -3.844 -0.630 -2.632
C 2.279 -2.554 -2.596
C -3.234 -0.610 -1.359
C 1.815 -2.248 -1.317
H -4.876 -0.832 -2.809
H 3.042 -3.300 -2.839
H -3.655 -0.774 -0.368
H 2.055 -2.628 -0.327
H -1.399 -0.361 1.089
C -0.870 0.999 3.661
Si 0.849 0.271 3.334
C 2.120 1.308 4.243
C 0.898 -1.479 4.041
C 1.245 0.214 1.476
H -0.981 1.080 4.762
H -1.691 0.361 3.278
H -0.951 2.011 3.223
H 1.865 1.349 5.319
H 3.126 0.867 4.132
H 2.133 2.336 3.842
H 0.133 -2.136 3.605
H 1.891 -1.916 3.876
H 0.716 -1.416 5.129
H 1.632 1.202 1.193
H 2.152 -0.425 1.360
```

As for the spin multiplicity: 3. The calculation puts the max |F| at 0.0765 hartree/bohr. Its total energy is -1258.94316 hartree. Its charge is +2. The expectation value of S² is 2.012.

Formula: C14H25BN6PbSi
Source: the Open Molecules 2025 dataset
Level of theory: ωB97M-V with the def2-TZVPD basis set

Geometry as XYZ:
```
48
C14H25BN6PbSi (ωB97M-V with the def2-TZVPD basis set)
H 0.546 3.078 0.243
N 0.121 1.546 -1.186
B -0.261 0.089 -3.262
N 0.120 1.444 -2.552
C 0.482 2.645 -3.057
Pb -0.299 -0.305 0.120
H 0.529 2.738 -4.127
C 0.715 3.514 -1.996
H 1.012 4.521 -2.064
C 0.479 2.785 -0.825
H -0.204 0.219 -4.433
C -0.995 -2.102 1.128
H -0.925 -1.803 2.177
H -0.224 -2.822 0.782
H -2.009 -2.292 0.742
N -1.728 -0.314 -2.838
N 0.730 -1.030 -2.789
N -2.049 -0.505 -1.518
N 0.848 -1.352 -1.456
C -2.849 -0.504 -3.572
C 1.598 -1.804 -3.482
H -2.770 -0.384 -4.638
H 1.639 -1.676 -4.552
C -3.887 -0.824 -2.706
C 2.270 -2.628 -2.580
C -3.342 -0.816 -1.415
C 1.772 -2.316 -1.313
H -4.884 -1.030 -2.968
H 3.011 -3.345 -2.814
H -3.809 -1.015 -0.429
H 2.022 -2.722 -0.316
H -1.493 0.697 1.220
C 2.275 0.058 4.365
Si 0.792 0.462 3.319
C -0.653 -0.369 4.152
C 0.445 2.287 3.370
C 1.282 -0.021 1.618
H 2.099 0.356 5.402
H 3.163 0.575 3.993
H 2.466 -1.024 4.343
H -0.761 0.041 5.161
H -1.597 -0.194 3.623
H -0.500 -1.451 4.261
H 1.311 2.848 2.996
H -0.437 2.545 2.775
H 0.267 2.584 4.411
H 1.692 -1.051 1.568
H 1.987 0.665 1.117
```

The calculation puts the max |F| at 0.0888 hartree/bohr. Its total energy is -1384.14781 hartree.

Formula: C14H25CuN7S2
Source: the Open Molecules 2025 dataset
Level of theory: ωB97M-V with the def2-TZVPD basis set

Geometry as XYZ:
```
49
C14H25CuN7S2 (ωB97M-V with the def2-TZVPD basis set)
Cu -0.596 0.728 -0.536
C -3.138 -2.108 1.461
C -2.485 -1.104 0.557
N -1.595 -0.224 1.026
N -1.120 -0.456 2.306
C -0.753 0.602 2.914
N -0.065 0.535 4.109
S -1.063 2.190 2.140
C -2.816 -1.015 -0.820
C -3.887 -1.741 -1.417
C -4.161 -1.601 -2.745
C -3.378 -0.727 -3.533
C -2.367 -0.042 -2.903
N -2.067 -0.157 -1.605
H -2.437 -2.420 2.232
H -3.469 -2.989 0.914
H -4.006 -1.678 1.971
H -0.211 -0.345 4.581
H -0.135 1.348 4.700
H -4.497 -2.391 -0.807
H -4.980 -2.152 -3.190
H -3.564 -0.585 -4.588
H -1.746 0.648 -3.465
N 2.199 0.715 1.561
C 3.330 0.494 0.653
C 3.409 1.608 -0.390
C 2.253 1.570 -1.385
N 0.975 2.000 -0.735
C 2.182 0.195 -2.065
C 2.248 -1.019 -1.133
N 0.937 -1.213 -0.510
C 3.335 -0.861 -0.065
H -1.574 3.745 4.181
H 2.373 0.336 2.483
H 1.358 0.263 1.213
H 4.239 0.557 1.257
H 4.344 1.499 -0.949
H 3.438 2.578 0.112
H 2.464 2.297 -2.174
H 0.653 2.851 -1.179
H 1.164 2.233 0.238
H 3.029 0.138 -2.757
H 1.273 0.134 -2.671
H 2.525 -1.885 -1.748
H 0.970 -1.868 0.264
H 0.262 -1.573 -1.177
H 4.306 -0.988 -0.553
H 3.245 -1.670 0.667
S -0.400 3.548 3.559
```

As for the spin multiplicity: 2. The calculation puts the max |F| at 0.0021 hartree/bohr. Its total energy is -3368.62186 hartree. The expectation value of S² is 0.769.